The following is a DFT calculation (ωB97M-V/def2-TZVPD) of one molecule with the formula C2H5NO in a non-equilibrium geometry.

relative energy (zero: lowest compared OMol25 entry of this formula, charge and spin) = 74.21 kcal/mol
SMILES = C=NOC
DFT total energy = -209.10406 a.u.
total charge = 0

Last column: natural (NBO) charge in e.
Geometry (Å):
1 C -1.57 0.11 0.01  -0.268
2 C 1.95 -0.10 0.00  -0.160
3 H -2.17 -0.63 -0.63  0.193
4 H -1.48 1.14 -0.49  0.206
5 H -2.09 0.13 1.02  0.185
6 H 2.13 -1.15 -0.05  0.178
7 H 2.71 0.68 0.05  0.199
8 N 0.78 0.38 0.05  -0.121
9 O -0.26 -0.55 0.05  -0.413

The following is a DFT calculation (ωB97M-V/def2-TZVPD) of a 9-piece molecular cluster, C22H45F9N4O22P2 overall in a non-equilibrium geometry.

relative energy (zero: lowest compared OMol25 entry of this formula, charge and spin) = 0.00 kcal/mol
SMILES = CCOC(=O)C(F)(F)F.CCOC(=O)C(F)(F)F.CCOC(=O)C(F)(F)F.COP(=O)(OC)OC.COP(=O)(OC)OC.C[N+](=O)[O-].C[N+](=O)[O-].C[N+](=O)[O-].C[N+](=O)[O-]
DFT total energy = -4320.91104 a.u.
total charge = 0

Last column: Löwdin charge in e.
Geometry (Å):
1 C -0.53 0.75 -5.51  0.046
2 N 0.86 1.22 -5.78  -0.434
3 O 1.09 1.57 -6.92  0.067
4 O 1.54 1.53 -4.82  0.051
5 H -1.17 1.61 -5.33  0.109
6 H -0.50 0.14 -4.61  0.069
7 H -0.88 0.14 -6.33  0.095
8 C -4.64 3.53 -2.03  0.039
9 N -3.53 4.53 -2.16  -0.449
10 O -2.70 4.34 -3.01  0.055
11 O -3.55 5.46 -1.39  0.071
12 H -4.96 3.33 -3.05  0.099
13 H -5.48 3.91 -1.46  0.093
14 H -4.27 2.61 -1.60  0.059
15 C 4.25 -1.17 2.38  0.045
16 N 3.29 -2.29 2.62  -0.438
17 O 3.12 -3.05 1.69  0.056
18 O 2.68 -2.32 3.65  0.078
19 H 4.50 -0.72 3.33  0.098
20 H 3.74 -0.43 1.77  0.072
21 H 5.19 -1.57 1.99  0.104
22 C -3.99 -1.87 -2.48  0.056
23 N -5.13 -0.92 -2.65  -0.440
24 O -6.20 -1.34 -3.02  0.077
25 O -4.91 0.24 -2.37  0.049
26 H -4.15 -2.33 -1.51  0.097
27 H -3.06 -1.34 -2.61  0.074
28 H -3.99 -2.65 -3.25  0.097
29 C 7.10 1.20 2.36  -0.108
30 O 6.03 1.21 1.43  -0.251
31 P 5.99 2.42 0.36  0.375
32 O 6.32 3.71 0.94  -0.206
33 O 6.85 1.87 -0.84  -0.197
34 C 6.50 0.70 -1.58  -0.078
35 O 4.49 2.31 -0.20  -0.212
36 C 3.40 2.42 0.72  -0.089
37 H 8.10 1.18 1.93  0.096
38 H 6.99 0.33 3.01  0.079
39 H 7.04 2.06 3.04  0.092
40 H 5.89 0.03 -0.97  0.079
41 H 7.39 0.11 -1.77  0.094
42 H 5.99 0.99 -2.49  0.087
43 H 2.89 1.47 0.85  0.065
44 H 2.72 3.18 0.33  0.089
45 H 3.75 2.77 1.70  0.092
46 C -0.36 -0.23 3.73  -0.114
47 O -1.64 0.32 3.99  -0.207
48 P -2.30 0.31 5.44  0.373
49 O -1.37 0.53 6.55  -0.225
50 O -3.47 1.38 5.36  -0.216
51 C -3.14 2.77 5.45  -0.095
52 O -3.17 -1.03 5.46  -0.197
53 C -2.48 -2.26 5.46  -0.109
54 H 0.21 0.43 3.07  0.085
55 H -0.47 -1.14 3.13  0.082
56 H 0.20 -0.51 4.62  0.085
57 H -2.09 3.05 5.41  0.090
58 H -3.42 2.98 6.49  0.094
59 H -3.75 3.39 4.80  0.086
60 H -1.39 -2.20 5.44  0.081
61 H -2.73 -2.79 4.53  0.093
62 H -2.77 -2.91 6.28  0.093
63 C 4.16 -0.71 -4.75  -0.068
64 C 3.46 -2.04 -4.75  -0.183
65 O 3.88 -2.71 -3.55  0.013
66 C 3.87 -4.03 -3.50  -0.408
67 O 3.35 -4.73 -4.31  0.181
68 C 4.48 -4.53 -2.18  -0.530
69 F 5.20 -3.61 -1.53  0.156
70 F 3.50 -4.94 -1.37  0.165
71 F 5.32 -5.55 -2.45  0.163
72 H 3.74 -0.02 -4.01  0.064
73 H 3.93 -0.21 -5.70  0.084
74 H 5.24 -0.68 -4.63  0.081
75 H 3.76 -2.60 -5.64  0.129
76 H 2.37 -1.94 -4.77  0.129
77 C 2.27 -1.49 -0.84  -0.042
78 C 0.91 -1.40 -0.18  -0.171
79 O 0.36 -0.08 -0.28  0.030
80 C -0.22 0.33 -1.39  -0.377
81 O -0.75 -0.38 -2.20  0.145
82 C -0.39 1.88 -1.38  -0.558
83 F -1.63 2.12 -0.96  0.171
84 F 0.40 2.43 -0.45  0.162
85 F -0.11 2.37 -2.56  0.202
86 H 2.28 -1.15 -1.87  0.079
87 H 2.66 -2.50 -0.79  0.064
88 H 2.96 -0.79 -0.36  0.065
89 H 0.88 -1.72 0.86  0.111
90 H 0.27 -2.08 -0.74  0.124
91 C -8.78 -0.72 3.02  -0.056
92 C -7.84 -1.05 1.87  -0.187
93 O -6.90 0.03 1.77  0.029
94 C -5.73 -0.13 1.18  -0.387
95 O -5.31 -1.18 0.79  0.157
96 C -4.89 1.17 1.23  -0.563
97 F -3.71 0.99 0.69  0.187
98 F -5.53 2.13 0.55  0.162
99 F -4.77 1.54 2.50  0.186
100 H -8.32 -1.11 3.93  0.077
101 H -9.76 -1.18 2.89  0.078
102 H -8.88 0.35 3.22  0.080
103 H -8.36 -1.13 0.92  0.131
104 H -7.33 -1.97 2.14  0.124

The following is a DFT calculation (ωB97M-V/def2-TZVPD) of a 2-piece molecular cluster, C5H14N overall in a non-equilibrium geometry.

relative energy (zero: lowest compared OMol25 entry of this formula, charge and spin) = 87.43 kcal/mol
DFT total energy = -253.27893 a.u.
total charge = +1

Last column: natural (NBO) charge in e.
Geometry (Å):
1 C 0.87 -0.02 -1.98  -0.695
2 C -0.15 -2.04 -0.86  -0.698
3 C -0.01 1.59 2.37  -0.384
4 C -1.04 0.32 0.43  -0.369
5 C -0.30 -0.76 -1.48  0.014
6 N 0.16 0.80 1.09  -0.521
7 H 1.82 -0.05 -1.27  0.205
8 H 0.68 1.05 -2.24  0.244
9 H 1.24 -0.60 -2.90  0.273
10 H 0.80 -2.12 -0.21  0.213
11 H -0.96 -2.38 -0.21  0.244
12 H -0.19 -2.91 -1.65  0.263
13 H -0.81 1.14 2.79  0.224
14 H 1.01 1.40 2.88  0.215
15 H -0.14 2.62 2.20  0.232
16 H -1.77 1.04 0.07  0.236
17 H -1.52 -0.55 0.93  0.220
18 H -1.18 -0.60 -2.13  0.228
19 H 0.71 1.43 0.59  0.421
20 H 0.95 0.19 1.37  0.437

The following is a DFT calculation (ωB97M-V/def2-TZVPD) of a 2-piece molecular cluster, C12H18NP overall in a non-equilibrium geometry.

relative energy (zero: lowest compared OMol25 entry of this formula, charge and spin) = 58.89 kcal/mol
SMILES = CCN(CC)Pc1ccccc1.C#C
DFT total energy = -863.96310 a.u.
total charge = 0

Last column: natural (NBO) charge in e.
Geometry (Å):
1 C -4.01 -1.19 -0.20  -0.219
2 C -3.07 -2.01 -0.73  -0.206
3 C -3.58 -0.17 0.61  -0.204
4 C -1.76 -1.95 -0.37  -0.213
5 C -2.23 -0.02 0.90  -0.194
6 C -1.29 -0.90 0.37  -0.360
7 C 3.49 -3.98 0.12  -0.230
8 C 3.86 -2.98 0.71  -0.229
9 C 1.36 0.81 -2.37  -0.651
10 C 1.08 3.08 1.69  -0.608
11 C 0.32 1.12 -1.24  -0.233
12 C 1.61 1.83 0.89  -0.206
13 N 0.51 0.97 0.18  -0.774
14 P 0.46 -0.65 0.55  0.800
15 H -4.98 -1.07 -0.81  0.221
16 H -3.30 -2.87 -1.42  0.211
17 H -4.24 0.74 1.01  0.217
18 H -1.13 -2.63 -0.91  0.213
19 H -1.94 0.85 1.49  0.220
20 H 3.16 -4.80 -0.44  0.229
21 H 0.20 -0.24 1.90  -0.062
22 H 4.39 -2.27 1.28  0.230
23 H 0.69 1.22 -3.22  0.223
24 H 2.20 1.57 -2.22  0.208
25 H 1.56 -0.28 -2.37  0.227
26 H 1.99 3.56 2.16  0.208
27 H 0.59 3.89 1.07  0.211
28 H 0.43 2.80 2.42  0.205
29 H -0.24 2.07 -1.37  0.191
30 H -0.45 0.35 -1.34  0.192
31 H 2.32 2.08 0.11  0.189
32 H 2.03 1.06 1.54  0.194

Number 1: HOMO -9.70 eV. Number 2: HOMO -10.63 eV. Number 3: HOMO -12.91 eV. Number 4: HOMO -7.74 eV.